<i>
This record from OMol25 describes a gas-phase ion, C3H8N2O2 (charge +1). The level of theory is ωB97M-V/def2-TZVPD.

## Properties
Kohn-Sham gap (alpha / beta) in hartree: 0.4069 / 0.1912
E_HOMO (alpha / beta) in eV: -14.35 / -14.23
Total charge: +1
LUMO level (alpha / beta) in eV: -3.3 / -9.0
Multiplicity: 2

Last column: natural (NBO) charge in e.
CARTESIAN COORDINATES (ANGSTROEM)
O: 1.49235 2.11271 0.69624  -0.65
O: 1.47193 1.26319 2.75816  -0.43
N: -1.11926 -1.33112 -1.93299  -0.80
N: 0.49370 0.14509 1.03557  -0.23
C: 1.19114 1.21914 1.59693  0.83
C: -1.06527 -0.85560 -0.58219  -0.22
C: 0.20667 -0.03093 -0.32722  -0.28
H: 1.09905 -0.55528 -0.76506  0.33
H: -2.04265 -1.21362 -2.31641  0.39
H: -1.87616 -0.17188 -0.44045  0.23
H: 1.88000 2.88950 1.14461  0.54
H: -0.90367 -2.31545 -1.99255  0.38
H: 0.27796 0.92994 -0.81520  0.29
H: -1.20252 -1.54556 0.26071  0.18
H: 0.09673 -0.54014 1.67985  0.44



<ii>
This record from OMol25 describes a gas-phase ion, C3H8N2O2 (charge +1). The level of theory is ωB97M-V/def2-TZVPD.

## Properties
Kohn-Sham gap (alpha / beta) in hartree: 0.4449 / 0.2356
E_HOMO (alpha / beta) in eV: -15.39 / -15.36
Total charge: +1
LUMO level (alpha / beta) in eV: -3.3 / -8.9
Multiplicity: 2

Last column: natural (NBO) charge in e.
CARTESIAN COORDINATES (ANGSTROEM)
O: 1.44836 -1.07804 -1.74812  -0.67
O: -0.98980 0.34528 1.87367  -0.46
N: 0.38109 1.82664 0.85138  -0.79
N: -1.42922 -0.84721 -0.74121  -0.37
C: -0.26800 0.00798 -0.47740  -0.19
C: -0.43813 0.73031 0.90194  0.67
C: 0.99593 -0.91308 -0.41338  -0.06
H: -0.26722 0.64146 -1.36325  0.26
H: 0.55603 2.33875 1.70966  0.44
H: -1.82669 -1.28502 0.09380  0.42
H: -2.11713 -0.27338 -1.23220  0.41
H: 1.71599 -0.36489 0.20064  0.20
H: 2.41099 -1.02517 -1.66273  0.50
H: 0.81855 2.11466 -0.00549  0.41
H: 0.76958 -1.89204 0.00413  0.21



The structure with the least stability is <ii>.



<i>
This record from OMol25 describes 2 unconnected molecules or ions with the total composition C8H16NS. The level of theory is ωB97M-V/def2-TZVPD.

## Properties
Kohn-Sham gap (alpha / beta) in hartree: 0.2409 / 0.2408
E_HOMO (alpha / beta) in eV: -12.06 / -12.06
Total charge: +1
LUMO level (alpha / beta) in eV: -5.5 / -5.5

Last column: natural (NBO) charge in e.
CARTESIAN COORDINATES (ANGSTROEM)
S: 1.88356 -0.35425 -1.01242  0.42
N: 1.53992 2.82851 1.00759  -0.85
C: -0.31688 -0.84601 0.42515  -0.57
C: -1.92005 -2.64462 0.11097  0.45
C: -1.59774 -3.03583 -1.22809  -0.75
C: 0.39831 0.11700 -0.27734  -0.01
C: -0.10545 1.52154 -0.28745  -0.49
C: -2.55561 -2.79001 1.21261  -0.51
C: 0.20701 2.24998 1.04606  -0.20
C: 2.75585 1.19878 -1.32441  -0.78
H: 2.59669 1.86581 -0.47342  0.29
H: 3.80863 0.93618 -1.40386  0.25
H: -3.29732 -3.58185 1.29549  0.30
H: 1.91679 2.94869 1.94146  0.38
H: -2.25259 -3.86719 -1.51604  0.29
H: 1.52506 3.73909 0.55963  0.37
H: -2.44727 -2.20017 2.10665  0.28
H: -1.19108 1.48732 -0.40727  0.24
H: -1.75335 -2.22447 -1.93769  0.27
H: 0.31450 2.10124 -1.10824  0.24
H: 0.16224 1.52894 1.86606  0.20
H: -0.56585 -3.38014 -1.30189  0.27
H: -1.12887 -0.48897 1.03438  0.23
H: 2.41826 1.64150 -2.25814  0.23
H: 0.18133 -1.75198 0.71518  0.24
H: -0.57609 3.00090 1.21503  0.19



<ii>
This record from OMol25 describes a gas-phase ion, C8H16NS (charge +1). The level of theory is ωB97M-V/def2-TZVPD.

## Properties
Kohn-Sham gap in hartree: 0.2913
E_HOMO in eV: -12.24
Total charge: +1
LUMO level in eV: -4.3

Last column: natural (NBO) charge in e.
CARTESIAN COORDINATES (ANGSTROEM)
S: 1.57185 -0.65310 -1.40530  0.54
N: -0.60054 1.15247 -1.43087  -0.50
C: -0.95977 2.49410 -2.00288  -0.42
C: -0.27481 -1.89528 1.87860  -0.59
C: -0.73966 1.57618 -0.01373  0.33
C: 0.65365 -0.94238 -0.12218  -0.24
C: -1.90887 0.99886 0.62567  -0.83
C: 0.80371 0.97463 -1.79086  -0.38
C: 0.82228 -2.01487 0.83064  -0.41
C: 2.22967 -2.01922 1.51403  -0.55
H: -1.17007 0.45814 -1.84241  0.42
H: -0.17809 -0.85582 2.20624  0.20
H: -2.19374 0.00222 0.27760  0.24
H: -2.54598 1.85926 0.48986  0.29
H: 2.19357 -1.00146 1.94672  0.20
H: 1.37414 1.81831 -1.33920  0.27
H: -0.84085 2.41088 -3.10774  0.25
H: 2.23878 -2.64319 2.29764  0.22
H: -1.30833 -2.01932 1.60601  0.22
H: -1.64581 1.05854 1.73927  0.30
H: 0.93865 0.95743 -2.92004  0.24
H: 3.07210 -2.06414 0.68148  0.22
H: 0.86595 -3.03177 0.36780  0.25
H: -0.14312 -2.65535 2.65633  0.23
H: -0.26630 3.19667 -1.65973  0.25
H: -1.98840 2.83822 -1.48298  0.25



<iii>
This record from OMol25 describes a molecular structure, C8H16NS. The level of theory is ωB97M-V/def2-TZVPD.

## Properties
Kohn-Sham gap in hartree: 0.3285
E_HOMO in eV: -12.00
Total charge: +1
LUMO level in eV: -3.1

Last column: natural (NBO) charge in e.
CARTESIAN COORDINATES (ANGSTROEM)
S: 1.89703 0.67095 -0.81762  0.27
N: -0.80786 1.33026 -1.66720  -0.78
C: -1.80339 -0.73941 -0.77503  -0.16
C: 1.74790 0.86981 0.95747  -0.12
C: 1.61090 -1.20750 -0.68016  -0.44
C: 1.75059 2.31132 1.45292  -0.67
C: 1.37435 -0.26417 1.62901  -0.22
C: 1.26244 -1.48703 0.83109  -0.45
C: -1.80786 0.57166 -0.86565  -0.07
C: -2.91534 -1.52364 -0.07184  -0.66
H: 1.96332 -2.39310 1.13831  0.25
H: -2.92141 -2.52998 -0.58163  0.24
H: -3.94478 -1.06666 -0.04734  0.25
H: 1.44864 -0.50460 2.73941  0.26
H: 2.00306 3.05835 0.60928  0.23
H: -1.08350 -1.32836 -1.32183  0.21
H: -2.52235 1.29524 -0.39462  0.23
H: 0.29759 1.13239 -1.39951  0.36
H: 2.48605 -1.67669 -1.01576  0.23
H: 0.22982 -1.79294 0.76835  0.22
H: -0.89418 2.39864 -1.46186  0.45
H: 2.57496 2.45481 2.14955  0.26
H: -0.93087 1.00922 -2.64780  0.44
H: -2.63137 -1.68266 0.99065  0.24
H: 0.71778 2.46381 1.91124  0.24
H: 0.89849 -1.36972 -1.42942  0.20



The structure with the least stability is <ii>.



<i>
This record from OMol25 describes 2 unconnected molecules or ions with the total composition C5H14NO2. The level of theory is ωB97M-V/def2-TZVPD.

## Properties
Kohn-Sham gap in hartree: 0.2347
E_HOMO in eV: -2.67
Total charge: -1
LUMO level in eV: 3.7

Last column: natural (NBO) charge in e.
CARTESIAN COORDINATES (ANGSTROEM)
O: 2.15711 -0.59876 1.21694  -0.95
O: 0.19191 -4.17979 -1.18187  -0.96
N: 1.44703 1.88007 0.76234  -0.87
C: 0.47536 0.89895 0.11637  -0.12
C: -2.10351 1.52388 -0.27082  -0.40
C: -0.87949 1.23935 0.70948  -0.40
C: -1.95970 0.75735 -1.59332  -0.62
C: 0.93603 -0.61714 0.65302  -0.02
H: -2.04564 2.62108 -0.37316  0.19
H: -2.00030 -0.31305 -1.29561  0.20
H: -0.13012 -3.69129 -0.40037  0.48
H: -0.88713 2.04013 1.43754  0.20
H: 2.29976 1.81485 0.21247  0.34
H: 0.50557 0.94960 -0.96135  0.17
H: 0.16838 -0.94974 1.32825  0.07
H: 0.94316 -3.67628 -1.50270  0.48
H: -2.75093 0.80156 -2.37896  0.19
H: -1.10720 0.97342 -2.25179  0.21
H: -1.11208 0.34954 1.31826  0.18
H: 0.90711 -1.44261 -0.12386  0.05
H: 1.65802 1.34537 1.60833  0.38
H: -3.03657 1.25195 0.21784  0.19



<ii>
This record from OMol25 describes 2 unconnected molecules or ions with the total composition C5H14NO2. The level of theory is ωB97M-V/def2-TZVPD.

## Properties
Kohn-Sham gap in hartree: 0.2383
E_HOMO in eV: -2.68
Total charge: -1
LUMO level in eV: 3.8

Last column: natural (NBO) charge in e.
CARTESIAN COORDINATES (ANGSTROEM)
O: 1.36769 -1.33383 -1.57288  -0.95
O: -3.37932 0.55816 -1.41889  -0.97
N: -1.29278 0.03521 0.55038  -0.88
C: 0.10069 -0.98400 -1.28060  -0.01
C: 1.23674 0.30667 0.61709  -0.28
C: -0.03524 0.25221 -0.18908  -0.09
C: 1.44625 -0.73762 1.70905  -0.60
C: 1.35698 1.72453 1.31219  -0.62
H: -0.48640 -0.65434 -2.16632  0.09
H: 1.32566 -1.79209 1.45246  0.22
H: 0.83435 2.41694 0.65693  0.20
H: 0.94640 1.70567 2.31665  0.19
H: -2.51728 0.68161 -0.97755  0.50
H: -1.29860 0.51144 1.44907  0.34
H: -3.27862 -0.31609 -1.74077  0.46
H: -1.42410 -0.95838 0.75383  0.35
H: 2.01659 0.02673 -0.11626  0.28
H: -0.21443 1.14725 -0.79047  0.16
H: -0.38245 -1.84429 -0.78074  0.06
H: 2.41307 2.00385 1.26658  0.20
H: 0.67858 -0.52711 2.48443  0.16
H: 2.42590 -0.66927 2.18929  0.19



The structure with the least stability is <i>.



<i>
This record from OMol25 describes C4H7IN2 in the gas phase. The level of theory is ωB97M-V/def2-TZVPD.

## Properties
Kohn-Sham gap (alpha / beta) in hartree: 0.2790 / 0.2790
E_HOMO (alpha / beta) in eV: -7.65 / -7.65
LUMO level (alpha / beta) in eV: -0.1 / -0.1

Last column: natural (NBO) charge in e.
CARTESIAN COORDINATES (ANGSTROEM)
I: -2.98185 -0.16746 0.25562  -0.20
N: -1.00158 0.00776 -0.93052  -0.22
N: -0.01179 -0.49793 -0.24034  -0.25
C: 0.80332 0.30321 0.65250  -0.23
C: 0.23316 -1.87587 -0.38719  -0.42
C: 0.33115 1.76611 0.42610  -0.28
C: -0.52465 1.94656 -0.51405  0.07
H: 0.97045 2.49777 0.97867  0.25
H: 1.80097 0.08650 0.52809  0.21
H: 0.26659 -2.54690 0.46605  0.20
H: -0.47246 -2.10362 -1.06060  0.23
H: 1.13684 -2.10472 -0.85194  0.20
H: -1.08187 2.68219 -1.03441  0.23
H: 0.53173 0.00637 1.71204  0.21



<ii>
This record from OMol25 describes C4H7IN2 in the gas phase. The level of theory is ωB97M-V/def2-TZVPD.

## Properties
Kohn-Sham gap in hartree: 0.3105
E_HOMO in eV: -9.02
LUMO level in eV: -0.6

Last column: natural (NBO) charge in e.
CARTESIAN COORDINATES (ANGSTROEM)
I: 2.73667 -1.50072 -0.24373  0.11
N: 1.21370 1.62945 2.00797  -0.37
N: 1.92272 0.59607 1.66784  -0.18
C: -1.48702 0.00675 -1.52050  -0.57
C: 0.07209 -0.13952 0.39362  -0.11
C: 1.36294 -0.20447 0.75114  -0.06
C: -0.62482 -0.97937 -0.60866  -0.46
H: -0.55030 0.62573 1.01896  0.24
H: -2.33355 0.53673 -0.92002  0.20
H: -1.98713 -0.43210 -2.24397  0.20
H: 0.17508 -1.48358 -1.07213  0.22
H: -0.74025 0.74383 -1.81824  0.21
H: 1.58826 2.25426 2.75142  0.34
H: -1.34839 -1.65306 -0.16369  0.23



The structure with the least stability is <i>.